Entry 1:
This record from the OMol25 dataset describes a 4-piece molecular cluster, C12H20Cl8N2 overall in a non-equilibrium geometry. The level of theory is wB97M-V/def2-TZVPD.

```
42
Properties=species:S:1:pos:R:3:mulliken_charge:R:1
C 0.9377 -2.9317 2.5396 -1.322
C 2.1129 -3.4705 1.7108 -0.633
N 1.9098 -3.5097 0.2905 0.382
C 1.1014 -4.6832 -0.1791 -0.701
C 0.4537 -4.4861 -1.5876 -1.095
C 3.2059 -3.4432 -0.4337 -0.488
C 3.9158 -2.0916 -0.3797 -1.293
H 0.8115 -1.8524 2.4548 0.244
H 1.0428 -3.2046 3.5896 0.395
H 0.0122 -3.3937 2.1960 0.323
H 2.9558 -2.8469 2.0085 0.452
H 2.3702 -4.5083 1.9228 0.394
H 1.6830 -5.6050 -0.1909 0.353
H 0.3343 -4.8899 0.5672 0.454
H -0.2847 -5.2756 -1.7276 0.393
H -0.0829 -3.5373 -1.5816 0.181
H 1.1198 -4.4144 -2.4475 0.310
H 3.1626 -3.7355 -1.4829 0.327
H 3.8858 -4.1884 -0.0208 0.364
H 3.8812 -1.6149 0.5999 0.287
H 3.4458 -1.3075 -0.9733 0.317
H 4.9672 -2.1047 -0.6672 0.378
C -0.4819 7.3509 2.5405 0.352
Cl 0.4673 8.0459 3.8802 -0.094
Cl -1.3277 8.6201 1.6357 -0.078
Cl 0.5310 6.3106 1.4827 -0.082
Cl -1.7207 6.2644 3.2478 -0.101
C -4.8384 6.8575 -3.0300 0.361
Cl -5.1077 8.1107 -4.2524 -0.088
Cl -3.1428 6.5955 -2.6703 -0.067
Cl -5.6162 7.3039 -1.4707 -0.100
Cl -5.5623 5.2969 -3.5693 -0.104
N -1.0288 -0.3614 -0.1143 0.140
C -2.1721 -0.2687 -0.8421 -0.559
C -2.5681 1.1077 -0.9973 -0.437
C -1.5682 1.8592 -0.3694 -0.612
C -0.6347 0.8928 0.1583 -0.313
H -0.6961 -1.2266 0.2867 0.197
H -2.7618 -1.1309 -1.1163 0.338
H -3.4746 1.5354 -1.3993 0.406
H -1.5670 2.9317 -0.2422 0.447
H 0.3289 0.9996 0.6342 0.374
```

## Properties
- SMILES: ClC(Cl)(Cl)Cl.ClC(Cl)(Cl)Cl.c1cc[nH]c1.CCN(CC)CC
- Energy relative to the best compared isomer or geometry (same formula, charge and spin): 0.00 kJ/mol
- Total charge: 0
- HOMO: -0.285 Eh
- HOMO-LUMO gap: 7.891 eV



Entry 2:
This record from the OMol25 dataset describes a 2-piece molecular cluster, C12H20F5O3PS2 overall in a non-equilibrium geometry. The level of theory is wB97M-V/def2-TZVPD.

```
43
Properties=species:S:1:pos:R:3:mulliken_charge:R:1
C 1.9291 -3.6156 -0.3843 -0.586
C 2.3103 -2.6574 -1.4575 -0.227
C 2.5235 -1.0311 -1.2735 0.660
O 3.4560 -0.6465 -0.3857 -0.540
O 1.7163 -0.1412 -2.1226 -0.275
C 0.5908 0.4634 -1.3924 0.577
C 0.3075 -0.1765 0.0950 -0.983
C -0.8484 0.4127 -2.2314 -0.718
C -1.2347 -1.0764 -2.7917 -0.390
C -2.4500 -1.8329 -1.9927 -0.706
C -3.7613 -0.9035 -1.6735 0.627
F -3.9823 0.1792 -2.7039 -0.278
F -4.9607 -1.8099 -1.8157 -0.318
C -3.8322 -0.2901 -0.1557 0.704
F -2.8746 -0.8810 0.8087 -0.212
F -3.7520 1.2183 -0.1182 -0.241
F -5.2060 -0.6018 0.3906 -0.270
P 1.0080 2.3623 -1.2631 0.258
S 2.0259 2.9168 -2.8734 -0.428
H 0.8415 -4.0949 -0.4405 0.196
H 2.6184 -3.9956 0.4826 0.263
H 2.4709 -3.0710 -2.5658 0.322
H -0.6656 0.3776 0.5068 0.267
H 1.1630 0.1119 0.8763 0.433
H 0.1066 -1.3492 0.0830 0.062
H -1.6631 0.9299 -1.5705 0.344
H -0.6781 1.1066 -3.1830 0.276
H -1.4154 -1.0837 -3.9718 0.382
H -0.2660 -1.7570 -2.6395 0.071
H -2.8306 -2.7004 -2.7200 0.355
H -1.9850 -2.3781 -1.0671 0.217
H -0.2720 3.0695 -1.3819 0.087
H 1.6706 2.7036 -0.0307 0.082
C 1.0341 0.9880 4.5422 -0.980
S 1.0720 2.4252 3.4436 0.402
O 1.3243 1.9231 2.0527 -0.487
C 2.6308 3.0963 4.0706 -1.004
H 0.1510 0.3907 4.3027 0.301
H 1.9314 0.3821 4.3959 0.319
H 0.9725 1.3232 5.5800 0.405
H 3.4287 2.3591 3.9542 0.312
H 2.5161 3.3618 5.1242 0.403
H 2.8789 3.9926 3.4969 0.320
```

## Properties
- Total charge: 0
- HOMO: -0.294 Eh
- HOMO-LUMO gap: 6.692 eV



Entry 3:
This record from the OMol25 dataset describes C12H20N2O3Se2Te2W as an isolated structure in a non-equilibrium geometry. The level of theory is wB97M-V/def2-TZVPD.

```
42
Properties=species:S:1:pos:R:3:mulliken_charge:R:1
W 1.5059 -2.2493 -0.0489 0.531
Se 0.9745 -4.2495 0.7153 -0.115
Te 0.9028 -3.3325 -2.6490 -0.183
Te 3.2868 -2.1731 -2.2578 -0.033
Se 3.9090 -2.3122 0.1344 -0.293
C -0.9546 -1.7113 2.6919 -1.472
C 0.1197 -0.6475 2.4954 2.143
C 0.4241 0.0391 3.8301 -1.762
C 1.4119 -1.1963 1.9000 -1.691
H -1.8377 -1.2905 3.1786 0.413
H -0.5760 -2.5106 3.3355 0.387
H -1.2678 -2.1530 1.7460 0.228
H -0.2595 0.1260 1.8224 -0.593
H 0.7972 -0.6867 4.5570 0.388
H -0.4768 0.4973 4.2440 0.410
H 1.1802 0.8175 3.7127 0.410
H 1.8494 -1.9100 2.6056 0.650
H 2.1233 -0.3694 1.8195 0.405
C -2.4052 1.3338 0.6995 -1.017
C -2.3033 0.9737 -0.7764 -1.475
C -0.8879 0.9260 -1.3600 2.753
C -1.0142 0.5264 -2.8715 -1.097
C 0.2538 0.6184 -3.7106 -1.047
C -0.2327 2.2958 -1.3253 -0.130
O -0.8392 3.3132 -1.5636 -0.621
N 1.1244 2.3110 -1.0820 0.054
C 1.9602 1.2064 -0.8914 -0.148
O 3.1603 1.3322 -0.8736 -0.646
N 1.3218 0.0026 -0.6884 0.090
C 0.0079 -0.1034 -0.7429 0.454
O -0.4341 -1.2308 -0.3672 -0.735
H -3.4457 1.5286 0.9593 0.510
H -1.8366 2.2354 0.9364 0.305
H -2.0564 0.5193 1.3345 0.068
H -2.8411 1.7136 -1.3692 0.476
H -2.7687 0.0035 -0.9584 0.482
H -1.7762 1.1858 -3.2889 0.474
H -1.4071 -0.4925 -2.8942 0.391
H 0.6268 1.6423 -3.7692 0.280
H 0.0395 0.2888 -4.7272 0.484
H 1.0504 -0.0212 -3.3273 -0.002
H 1.5909 3.2030 -1.1752 0.274
```

## Properties
- Total charge: 0
- HOMO (spin up / spin down): -0.296 / -0.296 Eh
- HOMO-LUMO gap (spin up / spin down): 6.128 / 6.127 eV



Entry 4:
This record from the OMol25 dataset describes one molecule with the formula C12H20N4O3 in a non-equilibrium geometry. The level of theory is wB97M-V/def2-TZVPD.

```
39
Properties=species:S:1:pos:R:3:mulliken_charge:R:1
C -2.1279 -0.2519 -0.6382 0.733
C -1.8288 -0.7093 0.8192 -0.160
C -2.7772 1.0329 -0.8753 -0.205
C -4.3168 1.0642 -0.2988 -1.953
C -2.0659 2.3900 -0.5322 -0.580
C -1.9929 2.4944 0.9165 -0.753
C 0.5402 -0.5993 0.3936 0.147
C 0.6652 -1.8002 -0.4622 0.393
C 1.9765 -0.6817 1.2856 -0.706
C 2.9853 0.1938 0.5340 0.327
C 4.4523 0.3061 0.6449 -0.744
C 3.6336 1.7363 -0.8534 -0.234
H -2.3664 -2.1791 -1.4609 0.373
H -3.5415 -1.8013 -0.2890 0.370
H -1.1707 -0.1290 -1.2490 0.258
H -2.9019 1.2627 -2.0666 0.158
H -4.9073 0.4454 -0.9167 0.479
H -4.6647 2.0104 -0.5056 0.601
H -4.5132 0.9188 0.7406 0.420
H -1.1530 2.4748 -1.2180 0.314
H -2.9202 3.1221 -0.8219 0.365
H -3.1252 2.3129 1.3972 0.236
H -1.3303 1.5114 1.2681 0.111
H -1.7240 3.6025 1.3730 0.321
H -0.3674 -1.2027 2.1898 0.321
H 0.6405 0.2721 -0.2644 0.557
H 1.9575 -0.1884 2.3788 0.250
H 2.3381 -1.8033 1.4015 0.276
H 5.0808 -0.6452 0.8027 0.209
H 3.8064 2.4567 -1.5841 0.454
H 5.7672 1.5271 -0.3214 0.326
H 1.7930 -2.5933 -1.3697 0.354
N -2.9562 -1.3776 -1.1211 -0.727
N -0.5438 -0.5740 1.3924 -0.125
N 2.5904 1.1144 -0.4173 -0.359
N 4.7140 1.1611 -0.4159 -0.119
O -2.7596 -1.0794 1.5454 -0.688
O -0.1268 -2.7592 -0.7016 -0.656
O 1.8630 -1.7482 -0.9879 -0.341
```

## Properties
- SMILES: CC[C@H](C)[C@H](N)C(=O)N[C@@H](Cc1c[nH]cn1)C(=O)O
- Energy relative to the best compared isomer or geometry (same formula, charge and spin): 607.67 kJ/mol
- Total charge: 0
- HOMO: -0.325 Eh
- HOMO-LUMO gap: 9.312 eV